(1)
This record from OMol25 describes a 2-piece molecular cluster, C9H14O overall at a distorted geometry. The level of theory is wB97M-V/def2-TZVPD.

```
24
Properties=species:S:1:pos:R:3:mulliken_charge:R:1
C 2.070 0.532 -2.609 -1.394
C 0.837 0.676 -1.755 0.483
C 0.720 0.110 -0.503 -0.427
C -0.412 0.244 0.292 -0.142
C -1.397 1.132 -0.116 0.494
O -2.442 1.496 0.701 -0.548
C -1.302 1.727 -1.357 -0.448
C -0.198 1.517 -2.163 -0.485
H 2.831 -0.041 -2.076 0.342
H 2.468 1.509 -2.851 0.339
H 1.868 0.036 -3.557 0.317
H 1.491 -0.541 -0.109 0.264
H -0.471 -0.287 1.241 0.159
H -2.606 0.774 1.333 0.308
H -2.057 2.435 -1.662 0.369
H -0.128 1.993 -3.132 0.365
C 1.116 -2.472 2.578 -0.731
C 0.468 -3.477 3.515 -0.952
H 1.258 -1.482 3.026 0.324
H 2.168 -2.725 2.377 0.379
H 0.648 -2.417 1.596 0.143
H 0.663 -3.216 4.546 0.278
H 0.833 -4.494 3.384 0.279
H -0.623 -3.460 3.441 0.286
```

HOMO energy   -8.454 eV
Structure (SMILES)   Cc1ccc(O)cc1.CC
LUMO   0.79 eV
Relative energy (zero: lowest compared OMol25 entry of this formula, charge and spin)   6.56 kcal per mole
Largest force on an atom   1.31 eV/A
Total energy   -11607.3523 eV

(2)
This record from OMol25 describes C20H54N10O13P2 as an isolated structure at a distorted geometry. The level of theory is wB97M-V/def2-TZVPD.

```
99
Properties=species:S:1:pos:R:3:mulliken_charge:R:1
C 0.880 3.300 -0.509 -0.334
N -0.392 3.621 0.133 0.704
O -0.795 2.832 0.965 -0.203
O -1.058 4.492 -0.437 -0.580
H 0.568 3.189 -1.548 0.178
H 1.363 2.463 -0.004 0.084
H 1.387 4.249 -0.341 0.404
C -1.363 -1.542 3.591 -0.114
N -0.010 -1.995 3.078 1.146
O 0.133 -2.441 1.940 -0.448
O 0.918 -1.928 3.878 -0.663
H -1.199 -0.582 4.079 0.473
H -1.878 -2.280 4.207 0.344
H -1.953 -1.346 2.695 0.751
C 2.707 1.464 3.182 -0.352
N 3.071 2.778 3.734 0.982
O 4.196 2.938 4.176 -0.664
O 2.211 3.585 3.802 -0.598
H 1.984 1.272 3.974 0.248
H 3.619 0.888 3.027 0.576
H 2.308 1.684 2.192 0.034
C -0.542 0.502 0.987 0.128
N -0.304 0.919 2.375 1.499
O 0.828 1.124 2.760 -0.577
O -1.257 0.862 3.166 -0.823
H -0.465 -0.571 0.815 -0.140
H 0.153 0.992 0.304 -0.164
H -1.544 0.783 0.662 0.533
C -1.969 -1.581 -4.603 -1.480
C -0.627 -0.996 -4.133 0.321
C -0.239 0.399 -4.394 -0.792
O 0.253 0.768 -3.127 -0.357
C -0.077 -0.028 -2.180 0.508
O 0.026 0.215 -0.973 0.587
O -0.633 -1.090 -2.670 -0.254
H -1.989 -1.509 -5.690 0.462
H -2.834 -1.089 -4.157 0.306
H -2.111 -2.618 -4.298 0.378
H 0.159 -1.638 -4.532 0.432
H -1.147 0.965 -4.606 0.299
H 0.494 0.613 -5.172 0.396
O -5.236 0.764 -1.059 -0.873
P -3.975 1.332 -0.576 0.568
N -3.152 2.303 -1.724 0.292
C -3.938 3.306 -2.442 -1.268
C -1.702 2.386 -1.810 -1.420
N -2.914 0.078 0.005 0.349
C -2.300 -0.856 -0.910 -1.189
C -3.191 -0.607 1.329 -1.534
N -4.040 2.336 0.798 0.594
C -5.146 2.320 1.714 -1.315
C -2.934 3.211 1.251 -1.423
H -4.174 4.064 -1.694 0.413
H -4.920 2.989 -2.790 0.362
H -3.486 3.886 -3.247 0.392
H -1.223 1.839 -2.621 0.146
H -1.278 2.095 -0.849 -0.419
H -1.442 3.431 -1.981 1.302
H -1.875 -0.440 -1.823 0.335
H -1.518 -1.458 -0.447 0.146
H -3.044 -1.615 -1.153 0.510
H -3.941 -1.373 1.132 0.410
H -2.361 -0.961 1.941 -0.664
H -3.737 -0.021 2.067 0.307
H -4.706 2.101 2.687 0.407
H -5.661 3.278 1.635 0.394
H -5.869 1.564 1.408 0.298
H -3.010 3.608 2.263 0.469
H -2.807 4.066 0.587 0.254
H -1.992 2.666 1.203 0.411
O 3.926 -0.687 -1.392 -0.978
P 3.394 -1.763 -0.526 0.386
N 4.486 -2.347 0.668 0.300
C 4.170 -3.199 1.814 -1.135
C 5.919 -1.996 0.581 -1.115
N 2.998 -3.268 -1.322 0.448
C 2.413 -4.445 -0.627 -0.912
C 3.813 -3.540 -2.480 -1.132
N 1.908 -1.333 0.310 1.106
C 2.023 -0.216 1.236 -1.232
C 0.648 -1.564 -0.401 -2.332
H 4.397 -2.619 2.708 0.422
H 4.745 -4.123 1.748 0.365
H 3.109 -3.445 1.839 0.259
H 5.982 -0.940 0.317 0.341
H 6.449 -2.616 -0.142 0.229
H 6.336 -2.151 1.576 0.394
H 3.108 -5.107 -0.110 0.235
H 1.599 -4.200 0.055 0.173
H 1.972 -4.996 -1.457 0.410
H 4.834 -3.787 -2.188 0.309
H 3.343 -4.268 -3.140 0.324
H 4.008 -2.637 -3.058 0.332
H 2.077 0.722 0.684 0.325
H 1.172 -0.133 1.911 0.098
H 2.894 -0.320 1.884 0.296
H 0.412 -0.673 -0.983 -0.705
H -0.113 -1.871 0.317 0.233
H 0.677 -2.429 -1.064 1.073
```

HOMO energy   -6.685 eV
LUMO   -0.86 eV
Relative energy (zero: lowest compared OMol25 entry of this formula, charge and spin)   262.31 kcal per mole
Largest force on an atom   17.74 eV/A
Total energy   -81680.3288 eV